# 1
Computed, not measured: a structure of composition C40H35As2Cl4N5O13S2W at a distorted geometry, with wB97M-V/def2-TZVPD.

**LUMO (alpha / beta)**: -1.695 / -2.962 eV
**Electronic energy**: -9972.88599 hartree
**2S+1**: 3
**HOMO (alpha / beta)**: -7.5981 / -8.1381 eV
**Energy relative to the best compared isomer or geometry (same formula, charge and spin)**: 0.0 kcal/mol

CARTESIAN COORDINATES (ANGSTROEM)
W (-0.755, 0.269, -0.928)
S (-0.852, 1.463, 1.344)
C (-2.493, 1.806, 0.942)
S (-2.960, 1.428, -0.685)
C (-3.391, 2.285, 1.866)
C (-4.766, 2.503, 1.532)
N (-5.878, 2.665, 1.272)
C (-2.982, 2.494, 3.222)
N (-2.676, 2.605, 4.329)
Cl (4.144, 3.690, -5.148)
C (3.266, 2.774, -3.966)
C (3.808, 1.590, -3.480)
C (3.124, 0.830, -2.553)
Cl (3.869, -0.583, -1.944)
C (1.847, 1.226, -2.111)
O (1.116, 0.471, -1.303)
C (1.379, 2.484, -2.531)
C (0.242, 3.061, -1.873)
O (-0.412, 2.498, -1.033)
C (2.072, 3.235, -3.482)
H (4.780, 1.255, -3.819)
H (-0.034, 4.095, -2.105)
H (1.658, 4.177, -3.822)
Cl (-1.048, -5.942, 1.869)
C (0.470, -6.233, 2.652)
C (0.800, -7.536, 2.981)
C (1.988, -7.791, 3.646)
C (2.845, -6.753, 3.974)
C (2.510, -5.460, 3.615)
Cl (3.594, -4.165, 3.995)
C (1.320, -5.164, 2.946)
N (1.004, -3.836, 2.580)
C (0.450, -2.957, 3.525)
C (-0.257, -3.446, 4.624)
C (-0.830, -2.575, 5.542)
C (-0.713, -1.204, 5.371)
C (-0.017, -0.721, 4.271)
C (0.572, -1.574, 3.346)
C (1.454, -1.029, 2.245)
C (1.148, -1.394, 0.799)
O (1.977, -1.982, 0.158)
O (-0.060, -1.071, 0.289)
H (0.132, -8.342, 2.707)
H (2.252, -8.806, 3.913)
H (3.773, -6.943, 4.498)
H (1.662, -3.429, 1.930)
H (-0.333, -4.517, 4.776)
H (-1.355, -2.977, 6.401)
H (-1.141, -0.512, 6.086)
H (0.081, 0.350, 4.140)
H (2.471, -1.390, 2.396)
H (1.468, 0.059, 2.313)
N (-2.603, -2.977, 1.864)
C (-2.852, -1.639, 1.878)
N (-3.474, -1.133, 2.971)
O (-2.579, -0.937, 0.907)
H (-2.708, -3.544, 2.686)
H (-2.107, -3.361, 1.082)
H (-3.505, -1.651, 3.831)
H (-3.535, -0.133, 3.040)
C (-4.513, -3.783, -1.607)
O (-3.366, -4.631, -1.454)
C (-2.517, -4.752, -2.494)
O (-1.941, -5.797, -2.659)
C (-2.180, -3.551, -3.275)
C (-1.943, -3.356, -4.553)
As (-0.680, -2.072, -5.462)
C (0.847, -3.312, -5.488)
C (-0.365, -0.877, -3.945)
C (-0.364, -1.471, -2.645)
As (-2.101, -1.685, -1.783)
C (-3.390, -0.820, -3.005)
C (0.624, -2.551, -2.341)
O (1.689, -2.650, -2.884)
O (0.164, -3.456, -1.468)
C (1.034, -4.581, -1.255)
C (-0.821, 0.436, -3.901)
O (-1.082, 0.954, -2.740)
O (-1.007, 1.326, -4.843)
C (-0.735, 1.041, -6.221)
C (-2.920, -3.891, -5.591)
O (-3.840, -3.178, -5.891)
O (-2.757, -5.085, -6.155)
C (-1.566, -5.856, -5.885)
H (-5.398, -4.406, -1.523)
H (-4.512, -3.284, -2.575)
H (-4.513, -3.036, -0.818)
H (0.920, -3.707, -6.500)
H (0.713, -4.125, -4.778)
H (1.756, -2.772, -5.245)
H (-3.236, 0.247, -3.097)
H (-4.367, -0.962, -2.544)
H (-3.404, -1.284, -3.984)
H (0.555, -5.185, -0.491)
H (2.014, -4.240, -0.935)
H (1.127, -5.152, -2.178)
H (-0.748, 2.005, -6.720)
H (-1.496, 0.397, -6.645)
H (0.243, 0.578, -6.338)
H (-1.771, -6.847, -6.272)
H (-1.358, -5.906, -4.821)
H (-0.720, -5.427, -6.419)

***

# 2
Computed, not measured: a structure of composition C15H31ClHfO4P2 at a distorted geometry, with wB97M-V/def2-TZVPD.

**LUMO (alpha / beta)**: -8.248 / -8.530 eV
**Electronic energy**: -2080.97346 hartree
**2S+1**: 1
**Net charge**: +2
**HOMO (alpha / beta)**: -14.4485 / -13.8434 eV
**Energy relative to the best compared isomer or geometry (same formula, charge and spin)**: 78.3 kcal/mol

CARTESIAN COORDINATES (ANGSTROEM)
P (-0.490, -1.703, 0.377)
P (0.011, 1.467, -1.685)
C (-1.385, -0.919, -1.103)
C (-0.769, -0.098, -2.229)
H (-2.227, -0.365, -0.659)
H (-1.771, -1.829, -1.581)
H (-0.038, -0.662, -2.833)
H (-1.567, 0.181, -2.940)
C (-1.486, 2.581, -2.225)
H (-1.533, 3.570, -1.736)
H (-2.408, 2.027, -1.973)
H (-1.495, 2.776, -3.316)
C (0.921, 2.148, -3.212)
H (0.246, 2.540, -3.988)
H (1.593, 1.436, -3.715)
H (1.541, 3.008, -2.887)
C (-1.935, -2.764, 0.708)
H (-1.628, -3.664, 1.305)
H (-2.385, -3.095, -0.204)
H (-2.764, -2.151, 1.177)
C (0.509, -2.935, -0.555)
H (1.313, -2.477, -1.150)
H (-0.189, -3.434, -1.238)
H (0.943, -3.684, 0.114)
Hf (-1.510, -2.144, 2.717)
C (1.337, 3.351, -0.538)
C (0.172, 2.654, -0.118)
C (0.084, 1.714, 1.050)
C (1.269, 0.739, 1.237)
C (1.764, 0.084, 0.041)
C (1.793, 0.662, -1.239)
C (3.018, 1.566, -1.113)
C (2.684, 2.880, -0.330)
C (-0.530, -4.114, 3.303)
H (1.262, 4.334, -1.024)
H (-0.692, 3.334, -0.072)
H (-0.843, 1.123, 1.005)
H (-0.015, 2.314, 1.956)
H (2.088, 1.263, 1.749)
H (0.905, -0.038, 1.965)
H (2.219, -0.902, 0.227)
H (1.858, -0.101, -2.036)
H (3.442, 1.817, -2.091)
H (3.804, 1.040, -0.556)
H (2.918, 2.762, 0.743)
H (3.385, 3.646, -0.706)
H (-0.116, -3.958, 4.326)
H (0.334, -4.444, 2.701)
H (-1.183, -5.003, 3.398)
O (-2.647, -0.307, 4.861)
Cl (-3.581, -1.275, 4.266)
O (-2.907, -2.676, 4.405)
O (-3.416, -1.095, 2.722)
O (0.100, -1.178, 2.700)

***

# 3
Computed, not measured: a structure of composition C10H19N2 at a distorted geometry, with wB97M-V/def2-TZVPD.

**LUMO (alpha / beta)**: -4.181 / -4.182 eV
**Electronic energy**: -501.57100 hartree
**2S+1**: 1
**Net charge**: +1
**HOMO (alpha / beta)**: -12.1760 / -12.1760 eV
**Energy relative to the best compared isomer or geometry (same formula, charge and spin)**: 103.3 kcal/mol

CARTESIAN COORDINATES (ANGSTROEM)
C (-1.298, -0.267, -1.498)
C (0.060, -0.635, -0.988)
C (-1.346, 1.143, -1.372)
C (0.676, 0.467, -0.520)
C (3.007, -0.312, -0.221)
C (2.578, 2.145, -0.477)
C (-2.204, -0.286, 1.051)
C (-1.648, -2.612, 1.465)
C (1.977, 0.798, 0.016)
C (-1.360, -1.205, 1.700)
N (-0.167, 1.601, -0.767)
N (-2.185, 2.101, -1.878)
H (-1.731, -0.850, -2.260)
H (0.568, -1.538, -1.115)
H (2.652, -1.034, -1.077)
H (3.226, -0.927, 0.642)
H (3.862, 0.184, -0.729)
H (3.587, 2.364, -0.229)
H (1.875, 2.975, -0.177)
H (2.596, 2.131, -1.577)
H (-1.964, -0.390, -0.268)
H (-1.988, 0.753, 1.327)
H (-3.226, -0.727, 1.012)
H (-1.669, -2.779, 0.458)
H (-2.647, -3.057, 1.789)
H (-0.740, -3.234, 1.947)
H (2.085, 0.901, 1.137)
H (-0.414, -0.859, 2.015)
H (-0.230, 2.386, -0.082)
H (-3.178, 1.957, -2.001)
H (-1.974, 3.017, -1.334)

***

# 4
Computed, not measured: a structure of composition C31H37AuN4O6Se2, with wB97M-V/def2-TZVPD.

**LUMO (alpha / beta)**: -6.929 / -8.985 eV
**Electronic energy**: -6811.70054 hartree
**2S+1**: 3
**Net charge**: +2
**HOMO (alpha / beta)**: -13.7062 / -13.6325 eV
**Energy relative to the best compared isomer or geometry (same formula, charge and spin)**: 27.9 kcal/mol

CARTESIAN COORDINATES (ANGSTROEM)
Au (-0.060, 0.298, 0.382)
C (-3.755, -3.013, 0.281)
Se (-2.556, -1.887, -0.762)
C (-3.885, -0.973, -1.845)
C (-4.698, 0.026, -1.039)
Se (-3.558, 1.499, -0.484)
C (-3.455, 1.166, 1.408)
H (-4.495, -3.473, -0.370)
H (-4.245, -2.454, 1.076)
H (-3.144, -3.799, 0.720)
H (-4.548, -1.713, -2.292)
H (-3.327, -0.492, -2.650)
H (-5.124, -0.408, -0.136)
H (-5.499, 0.478, -1.630)
H (-4.453, 1.310, 1.824)
H (-2.759, 1.882, 1.840)
H (-3.113, 0.142, 1.558)
C (-0.397, 1.831, 4.155)
C (-1.004, 0.461, 4.028)
C (-2.113, 0.106, 4.792)
C (-2.683, -1.152, 4.687)
C (-2.147, -2.092, 3.817)
C (-1.043, -1.787, 3.033)
C (-0.407, -2.817, 2.140)
C (-0.501, -0.503, 3.154)
N (0.581, -0.165, 2.265)
C (1.794, -0.055, 2.644)
C (2.272, -0.328, 4.027)
C (2.803, 0.280, 1.573)
C (4.230, 0.499, 1.954)
N (2.384, 0.320, 0.376)
C (3.052, 0.464, -0.812)
C (3.296, -0.725, -1.555)
C (2.871, -2.056, -1.015)
C (3.935, -0.595, -2.768)
C (4.291, 0.664, -3.250)
C (4.022, 1.821, -2.518)
C (3.390, 1.756, -1.295)
C (3.078, 2.996, -0.511)
H (-1.155, 2.562, 4.433)
H (0.070, 2.175, 3.232)
H (0.359, 1.852, 4.944)
H (-2.524, 0.832, 5.484)
H (-3.537, -1.409, 5.300)
H (-2.576, -3.085, 3.760)
H (-0.917, -3.774, 2.237)
H (0.642, -2.975, 2.401)
H (-0.437, -2.519, 1.088)
H (1.460, -0.669, 4.663)
H (2.714, 0.570, 4.464)
H (3.052, -1.092, 4.005)
H (4.291, 1.342, 2.647)
H (4.842, 0.706, 1.080)
H (4.629, -0.372, 2.474)
H (1.810, -2.052, -0.751)
H (3.433, -2.317, -0.114)
H (3.038, -2.838, -1.750)
H (4.151, -1.478, -3.353)
H (4.781, 0.746, -4.211)
H (4.315, 2.786, -2.910)
H (3.765, 3.796, -0.779)
H (3.138, 2.843, 0.566)
H (2.064, 3.338, -0.735)
O (-1.069, 1.073, -3.505)
C (-0.815, 1.464, -2.393)
O (-1.087, 0.732, -1.320)
C (-0.249, 2.845, -2.185)
C (-0.112, 3.416, -0.930)
C (0.375, 4.705, -0.818)
C (0.738, 5.460, -1.914)
C (0.595, 4.860, -3.152)
C (0.106, 3.581, -3.314)
N (0.991, 5.633, -4.357)
O (0.804, 5.105, -5.429)
O (1.471, 6.727, -4.168)
N (0.530, 5.276, 0.533)
O (0.763, 6.454, 0.622)
O (0.435, 4.498, 1.470)
H (-0.370, 2.878, -0.029)
H (1.116, 6.468, -1.817)
H (0.004, 3.157, -4.303)

***

# 5
Computed, not measured: a cluster of 2 separate species, C9H14 in total at a distorted geometry, with wB97M-V/def2-TZVPD.

**LUMO**: 0.998 eV
**Electronic energy**: -351.31403 hartree
**2S+1**: 1
**SMILES**: Cc1ccccc1.CC
**HOMO**: -8.9747 eV
**Energy relative to the best compared isomer or geometry (same formula, charge and spin)**: 10.1 kcal/mol

CARTESIAN COORDINATES (ANGSTROEM)
C (-2.924, 1.182, -1.093)
C (-0.647, -0.735, 1.151)
C (-0.121, 0.249, 2.010)
C (-1.680, -0.464, 0.292)
C (-2.148, 0.860, 0.141)
C (-0.713, 1.494, 1.971)
C (-1.667, 1.821, 1.003)
H (-0.208, -1.695, 1.296)
H (0.657, 0.016, 2.719)
H (-2.124, -1.282, -0.260)
H (-0.355, 2.239, 2.657)
H (-3.700, 0.474, -1.408)
H (-2.248, 1.129, -1.947)
H (-2.008, 2.834, 0.984)
H (-3.457, 2.132, -1.066)
C (2.521, -0.803, -0.632)
C (3.316, -1.779, -1.483)
H (3.030, -0.492, 0.268)
H (2.201, 0.060, -1.224)
H (1.555, -1.206, -0.314)
H (2.841, -2.100, -2.396)
H (3.621, -2.635, -0.910)
H (4.261, -1.301, -1.762)

***

Q: electronic energy of number 2 (C15H31ClHfO4P2)?
A: -2080.97346 hartree

***

Repeat the third record exactly.
Computed, not measured: a structure of composition C10H19N2 at a distorted geometry, with wB97M-V/def2-TZVPD.

**LUMO (alpha / beta)**: -4.181 / -4.182 eV
**Electronic energy**: -501.57100 hartree
**2S+1**: 1
**Net charge**: +1
**HOMO (alpha / beta)**: -12.1760 / -12.1760 eV
**Energy relative to the best compared isomer or geometry (same formula, charge and spin)**: 103.3 kcal/mol

CARTESIAN COORDINATES (ANGSTROEM)
C (-1.298, -0.267, -1.498)
C (0.060, -0.635, -0.988)
C (-1.346, 1.143, -1.372)
C (0.676, 0.467, -0.520)
C (3.007, -0.312, -0.221)
C (2.578, 2.145, -0.477)
C (-2.204, -0.286, 1.051)
C (-1.648, -2.612, 1.465)
C (1.977, 0.798, 0.016)
C (-1.360, -1.205, 1.700)
N (-0.167, 1.601, -0.767)
N (-2.185, 2.101, -1.878)
H (-1.731, -0.850, -2.260)
H (0.568, -1.538, -1.115)
H (2.652, -1.034, -1.077)
H (3.226, -0.927, 0.642)
H (3.862, 0.184, -0.729)
H (3.587, 2.364, -0.229)
H (1.875, 2.975, -0.177)
H (2.596, 2.131, -1.577)
H (-1.964, -0.390, -0.268)
H (-1.988, 0.753, 1.327)
H (-3.226, -0.727, 1.012)
H (-1.669, -2.779, 0.458)
H (-2.647, -3.057, 1.789)
H (-0.740, -3.234, 1.947)
H (2.085, 0.901, 1.137)
H (-0.414, -0.859, 2.015)
H (-0.230, 2.386, -0.082)
H (-3.178, 1.957, -2.001)
H (-1.974, 3.017, -1.334)